1.
Entry from the Open Molecules 2025 dataset: a molecular structure, C53H51FeN4O4S at a distorted geometry (the ωB97M-V functional and the def2-TZVPD basis).

Values from the calculation:
total charge: -2
2S+1: 6
highest occupied orbital energy (spin up / spin down): -1.871 / -1.869 eV

XYZ file:
```
114
Properties=species:S:1:pos:R:3:mulliken_charge:R:1
Fe -8.8098 5.6666 16.9045 0.44
N -10.2914 0.0512 16.8143 -0.61
C -9.1758 0.9450 16.8171 0.28
S -7.6740 0.4284 16.1312 -0.55
N -9.4457 2.0336 17.4833 -0.93
N -8.4402 3.0752 17.5010 0.67
C -7.4771 2.8337 18.2592 -1.25
C -6.3088 3.6148 18.3238 1.64
C -5.3675 3.1463 19.2450 -0.81
C -4.1460 3.8062 19.4106 -0.90
C -3.8946 4.8432 18.5520 -0.49
C -4.8438 5.3796 17.7061 -0.47
C -6.0858 4.7713 17.5257 -0.17
O -6.9469 5.2483 16.7000 -0.09
H -9.9524 -0.9030 16.9057 0.24
H -10.9262 0.3174 17.5515 0.25
H -7.4980 1.8731 18.8690 -0.11
H -5.7166 2.2846 19.8268 0.33
H -3.4796 3.4892 20.1667 0.44
H -2.9286 5.2740 18.7517 0.37
H -4.6346 6.3096 17.1274 0.34
O -9.5847 5.4079 15.2982 1.33
C -10.4216 4.8812 14.3410 1.96
C -11.2248 3.7427 15.0256 -0.99
C -12.0637 4.1258 16.2178 -0.14
C -13.4636 4.1777 16.3125 -0.59
C -14.0743 4.5403 17.5363 -1.22
C -13.2418 4.7977 18.6085 -0.52
C -11.8780 4.7318 18.4283 -0.36
C -10.9836 4.9130 19.5833 -0.76
C -10.3211 6.3404 19.5228 0.73
O -9.2821 6.2401 18.5812 0.45
C -11.3478 7.4410 19.1387 -0.47
C -12.5564 7.6665 19.8789 0.08
C -13.4851 8.6555 19.5120 -1.01
C -13.2346 9.3397 18.3529 -0.55
C -12.1564 9.0872 17.5627 -0.96
C -11.2288 8.1164 17.9425 0.73
C -9.7338 6.6524 20.9246 0.73
C -9.9416 7.8388 21.5950 -0.02
C -9.4248 8.0475 22.8695 -0.90
C -8.4833 7.1510 23.3941 -0.72
C -8.2960 5.9515 22.7436 -0.61
C -8.8479 5.6960 21.4765 -0.65
N -11.3171 4.4265 17.2679 0.65
C -9.5196 4.2087 13.2760 -0.13
C -8.4128 3.5238 13.7794 -0.28
C -7.4687 2.9916 12.8709 -1.37
C -7.5908 3.1117 11.4992 -0.70
C -8.6843 3.8023 11.0175 -0.82
C -9.6463 4.3567 11.8737 -0.37
C -11.3489 6.0363 13.7959 -0.64
C -11.1469 7.3606 14.0964 -0.08
C -11.9077 8.3926 13.5811 -0.66
C -13.0304 8.1062 12.7531 -0.94
C -13.2836 6.7503 12.4883 -0.88
C -12.4149 5.7525 12.9825 0.04
H -10.5353 2.9345 15.2628 0.35
H -11.9208 3.3046 14.2886 0.52
H -14.0635 3.9312 15.3968 0.37
H -15.1401 4.5174 17.6663 0.41
H -13.7109 5.0415 19.5345 0.52
H -10.1362 4.2355 19.5070 0.30
H -11.5166 4.8237 20.5398 0.49
H -12.6815 7.0717 20.7414 0.66
H -14.4123 8.7543 20.1243 0.32
H -13.9095 10.1493 18.0386 0.29
H -11.9769 9.7422 16.7316 0.46
H -10.3205 8.0473 17.2820 0.08
H -10.5626 8.6520 21.1542 0.29
H -9.7873 8.8802 23.4789 0.36
H -7.9612 7.3651 24.3024 0.41
H -7.6185 5.1933 23.1302 0.36
H -8.7128 4.7542 20.9502 0.21
H -8.2610 3.4496 14.8601 0.65
H -6.5891 2.5006 13.2004 0.49
H -6.8497 2.6753 10.8745 0.43
H -8.8227 4.0230 9.9656 0.35
H -10.4184 4.9873 11.4484 0.40
H -10.3430 7.6149 14.7647 0.08
H -11.6650 9.4053 13.7089 0.58
H -13.6950 8.8404 12.3637 0.45
H -14.0631 6.3270 11.8474 0.34
H -12.5557 4.7185 12.6887 0.41
C -8.2537 7.4589 13.3604 -0.51
C -7.5239 8.7180 13.7412 0.48
C -8.4771 9.8591 14.0447 -1.40
C -6.5983 8.5565 14.9483 0.09
C -5.2886 9.0055 14.7817 -0.82
C -4.4498 9.3012 15.8750 -1.34
C -5.0259 9.1385 17.0940 -0.49
C -6.3400 8.6928 17.3025 0.88
C -6.7428 8.7895 18.7700 0.39
C -8.1815 9.3232 19.0869 -2.38
C -6.4288 7.4783 19.5401 -0.52
C -7.1563 8.2615 16.2731 -0.46
O -8.3424 7.7225 16.4685 1.09
H -9.1377 7.6999 12.7174 0.36
H -8.5784 6.8780 14.1979 -1.23
H -7.5769 6.8568 12.7939 0.61
H -6.9159 9.0808 12.9106 0.75
H -9.0298 9.5720 14.9222 -0.06
H -9.1252 10.0348 13.2075 0.48
H -7.9861 10.8000 14.3417 0.39
H -4.9323 9.2612 13.7996 0.37
H -3.4756 9.7163 15.7699 0.39
H -4.3775 9.4070 17.9837 0.12
H -6.0168 9.5365 19.1931 0.68
H -8.9941 8.5809 18.9576 0.40
H -8.4021 10.1308 18.3868 0.52
H -8.2147 9.7781 20.0715 0.54
H -7.0415 6.6370 19.1729 -0.62
H -6.7576 7.6232 20.5551 0.54
H -5.3175 7.3054 19.4928 0.25
```

2.
Entry from the Open Molecules 2025 dataset: a molecular structure, C16H12N4O5S3W (the ωB97M-V functional and the def2-TZVPD basis).

Values from the calculation:
highest occupied orbital energy: -8.459 eV

XYZ file:
```
41
Properties=species:S:1:pos:R:3:mulliken_charge:R:1
W -0.3221 -0.0006 -0.3523 1.47
C 0.5399 -2.3363 -0.3831 -0.24
C 1.4569 -1.6315 -1.1854 -0.07
C 2.2249 -0.5870 -0.6483 -0.29
C 2.0699 -0.2329 0.6898 -0.34
C 1.1653 -0.9431 1.4917 -0.24
C 0.4155 -2.0018 0.9647 -0.51
H -0.0759 -3.1033 -0.8303 0.42
H 1.5353 -1.8667 -2.2373 0.31
H 2.8891 -0.0272 -1.2908 0.53
H 2.5959 0.6218 1.0897 0.47
H 0.9832 -0.6211 2.5083 0.39
H -0.3311 -2.4807 1.5813 0.33
S 0.5294 1.8715 -1.6424 -0.43
C 0.0497 2.9129 -0.3150 0.53
S -0.1428 1.9612 1.1224 -0.34
C -0.2065 4.2347 -0.4313 0.76
C -0.0494 4.8908 -1.6918 -0.12
N 0.0631 5.4059 -2.7131 -0.41
C -0.6118 4.9906 0.7127 -0.15
N -0.9176 5.5891 1.6449 -0.42
O -1.8298 -0.4171 1.0858 -0.35
N -2.2606 -0.6155 -0.1308 -0.11
O -2.1149 0.6798 -0.7209 -0.36
N -0.9898 -0.5608 -2.5525 -0.50
C -0.2785 -1.4344 -3.4553 -0.38
C 0.7486 -0.8907 -4.2179 -0.29
C 1.7150 -1.7364 -4.7376 -0.80
C 1.6434 -3.1018 -4.4856 -0.15
C 0.5222 -3.6460 -3.8769 -0.50
C -0.4495 -2.8042 -3.3489 -0.34
S 3.1212 -4.1098 -4.7445 1.28
O 2.6869 -5.4470 -4.3943 -0.70
O 4.0088 -3.4823 -3.7734 -0.67
O 3.4761 -3.8956 -6.1284 -0.66
H -1.9446 -0.8816 -2.4052 0.44
H -1.0735 0.3718 -2.9558 0.48
H 0.8363 0.1861 -4.3269 0.35
H 2.5679 -1.3452 -5.2771 0.41
H 0.4732 -4.7205 -3.7569 0.56
H -1.2954 -3.2083 -2.8000 0.64
```

3.
Entry from the Open Molecules 2025 dataset: 5 unconnected molecules or ions with the total composition C28H50I3N5O18S4 at a distorted geometry (the ωB97M-V functional and the def2-TZVPD basis).

Values from the calculation:
highest occupied orbital energy: -7.650 eV

XYZ file:
```
108
Properties=species:S:1:pos:R:3:mulliken_charge:R:1
C 2.5479 -4.3975 4.8349 -0.71
C 1.4015 -3.2824 4.8749 0.68
O 1.2532 -2.5845 5.9277 -0.57
O 0.4692 -3.0314 3.7963 -0.33
C 0.7497 -1.6416 3.3468 -0.21
C 0.5449 -1.6013 1.7472 0.38
C 1.9570 -1.2191 1.0754 -0.25
C 1.9290 0.0962 0.1406 -1.05
C 1.4481 1.4445 0.9482 0.30
C 0.0369 1.9214 0.3804 -1.22
C -1.0441 2.5221 1.4617 2.13
C -2.4365 1.9119 0.8311 -0.55
N -3.5088 1.5569 0.3862 -0.85
C -0.9841 1.7931 2.8925 -0.77
I 0.3274 2.6739 4.3849 0.11
C -2.3949 1.3463 3.5639 0.05
C -2.7484 -0.2343 3.3354 -0.83
I -2.0506 1.4699 5.7602 -0.08
C -1.2431 4.1067 1.4199 2.15
C -2.2818 4.4712 2.6452 -0.73
N -3.0076 4.5985 3.6306 -0.77
C -0.0169 5.0779 1.7436 -1.31
C 1.4504 4.7386 1.2631 -0.30
C 2.2861 6.1472 1.2220 -1.12
I 4.3996 5.6360 0.8340 -0.02
C -2.0741 4.7234 0.1815 -1.72
C -1.5013 4.6076 -1.2976 -0.17
N -1.7329 3.2600 -1.9615 -0.41
N -0.1468 5.1539 -1.5496 -0.38
N -2.4117 5.5386 -2.1176 -0.63
H 3.2633 -4.1789 5.7177 0.32
H 2.0439 -5.4155 5.0427 0.27
H 3.1287 -4.4412 3.8383 0.12
H 0.1067 -0.8849 3.9302 0.01
H 1.8415 -1.4411 3.6795 0.34
H -0.3219 -0.9428 1.3901 -0.03
H 0.2711 -2.6930 1.4308 0.51
H 2.8328 -1.1147 1.8042 0.39
H 2.2331 -2.0978 0.3748 -0.27
H 1.3241 -0.0923 -0.8129 0.35
H 3.0268 0.2511 -0.2112 0.36
H 2.3135 2.1957 0.7582 0.42
H 1.5141 1.1661 2.0513 -0.05
H -0.4080 1.0241 -0.2074 0.59
H 0.2853 2.6972 -0.4457 -0.36
H -0.4971 0.7557 2.6792 -0.49
H -3.2804 2.0382 3.3955 0.52
H -3.8241 -0.3661 3.7521 0.41
H -2.8262 -0.5038 2.2157 0.22
H -2.0645 -0.9273 3.9330 0.31
H 0.0382 5.2519 2.8925 0.63
H -0.2528 6.1444 1.3372 0.52
H 1.9952 4.1042 2.0635 0.42
H 1.5862 4.2748 0.2322 0.32
H 2.2132 6.6354 2.2527 0.47
H 1.8965 6.8291 0.3677 0.42
H -2.1644 5.8639 0.3996 0.51
H -3.1900 4.3962 0.1455 0.43
H -1.3585 3.2667 -2.9205 0.28
H -2.7307 3.0138 -1.9247 0.30
H 0.5708 4.4408 -1.7077 0.36
H 0.1320 5.8923 -0.8980 0.17
H -3.3520 5.0942 -2.1261 0.34
H -2.0652 5.3810 -3.0900 0.36
C -5.9591 5.2575 1.5717 -0.11
C -6.8330 6.2422 2.3337 -0.39
O -6.8061 7.4400 1.5573 -0.34
S -6.6699 7.0501 -0.0132 1.08
O -7.9790 7.0721 -0.5976 -0.54
O -5.5608 7.7701 -0.5635 -0.53
O -6.2323 5.5000 0.1901 -0.30
H -4.8986 5.4530 1.7528 0.03
H -6.1839 4.2213 1.8283 0.39
H -6.4659 6.4288 3.3432 0.33
H -7.8694 5.8946 2.3824 0.31
C 2.4424 -7.1365 -0.5234 -0.34
C 2.3971 -7.2552 0.9926 -0.45
O 2.7177 -5.9512 1.4762 -0.39
S 2.1638 -4.8454 0.4228 1.32
O 0.8909 -4.3713 0.8964 -0.75
O 3.2446 -3.9707 0.0779 -0.56
O 1.8916 -5.8540 -0.8185 -0.17
H 3.4725 -7.1573 -0.8910 0.21
H 1.8660 -7.9211 -1.0159 0.40
H 3.1046 -7.9920 1.3740 0.34
H 1.3897 -7.5056 1.3385 0.30
C 4.5357 -4.4288 -5.1406 -0.35
C 4.7977 -5.8472 -4.6553 -0.20
O 5.4903 -5.6936 -3.4156 -0.38
S 4.9702 -4.3378 -2.6842 0.81
O 3.9686 -4.6991 -1.7215 -0.16
O 6.1106 -3.5356 -2.3554 -0.61
O 4.2232 -3.6780 -3.9665 -0.33
H 5.4322 -3.9953 -5.5937 0.32
H 3.7121 -4.3826 -5.8520 0.28
H 5.3952 -6.4246 -5.3615 0.35
H 3.8623 -6.3746 -4.4557 0.17
C -1.0907 -5.4047 -6.9464 -0.37
C -0.4138 -4.1262 -6.4758 -0.32
O 0.3134 -4.5013 -5.3060 -0.28
S 0.8130 -6.0375 -5.4626 1.17
O 2.1731 -6.0236 -5.9225 -0.56
O 0.3922 -6.7714 -4.3078 -0.58
O -0.1392 -6.4439 -6.7121 -0.31
H -1.9837 -5.6203 -6.3530 0.30
H -1.3588 -5.3646 -8.0029 0.31
H -1.1294 -3.3361 -6.2475 0.32
H 0.3037 -3.7633 -7.2179 0.27
```

4.
Entry from the Open Molecules 2025 dataset: a gas-phase ion, C25H24NO2 (charge +1) at a distorted geometry (the ωB97M-V functional and the def2-TZVPD basis).

Values from the calculation:
total charge: +1
structure (SMILES): COc1ccc([C@@H](C#[N+]c2c(C)cccc2C)c2ccc3c(c2)CCO3)cc1
highest occupied orbital energy: -10.976 eV

XYZ file:
```
52
Properties=species:S:1:pos:R:3:mulliken_charge:R:1
C 0.3735 2.4684 3.0664 -1.56
C -0.2993 1.1578 3.0364 1.00
C -1.6872 1.2059 3.1480 -0.87
C -2.4346 0.0357 3.1847 -0.49
C -1.7903 -1.2009 3.1640 -0.88
C -0.4032 -1.2335 3.0501 1.32
C 0.2354 -2.5605 3.0862 -1.34
C 0.3482 -0.0705 2.9523 -0.05
N 1.8840 -0.2128 2.8087 -0.23
C 2.9984 -0.6287 2.6097 0.79
H 1.4556 2.4100 3.0715 0.27
H 0.0351 3.0771 2.2203 0.37
H 0.0301 3.0144 3.9532 0.38
H -2.1559 2.1883 3.2354 0.43
H -3.5212 0.1047 3.2518 0.39
H -2.3524 -2.1368 3.2607 0.42
H 1.3200 -2.4959 3.0887 -0.01
H -0.0993 -3.0968 3.9872 0.38
H -0.0900 -3.1635 2.2251 0.37
C 7.4870 -2.5784 -3.2853 -0.82
O 6.6569 -1.4606 -2.9410 -0.40
C 6.3488 -1.1933 -1.6355 0.59
C 5.2373 -0.3097 -1.3973 -0.93
C 4.6693 -0.2302 -0.1262 -0.53
C 5.2008 -0.9163 1.0000 0.09
C 4.4672 -0.5887 2.3951 0.59
C 5.1502 -1.4879 3.4837 -0.11
C 5.1415 -0.8882 4.7485 -0.59
C 5.9135 -1.4449 5.7746 0.75
C 6.5630 -2.6817 5.5800 0.28
O 7.1170 -3.2441 6.6793 -0.50
C 6.8226 -2.3259 7.8145 -0.34
C 6.0800 -1.0999 7.2177 -0.69
C 6.5259 -3.3083 4.3364 -1.19
C 5.7637 -2.7522 3.3215 -0.74
C 6.4595 -1.5463 0.7630 -0.21
C 7.0175 -1.7322 -0.5196 -0.71
H 7.3816 -2.6151 -4.3632 0.25
H 8.5344 -2.4073 -3.0252 0.33
H 7.1450 -3.5205 -2.8471 0.36
H 4.8287 0.1965 -2.2809 0.39
H 3.8550 0.4857 0.0163 0.32
H 4.8388 0.5626 2.5539 0.46
H 4.6967 0.0935 4.9311 0.40
H 6.1975 -2.8681 8.5429 0.27
H 7.7712 -2.0450 8.2984 0.28
H 6.6819 -0.1948 7.4261 0.26
H 5.0990 -0.9630 7.7133 0.27
H 7.1004 -4.2078 4.1922 0.44
H 5.7961 -3.2186 2.3269 0.86
H 7.1514 -1.8275 1.5701 0.54
H 7.9515 -2.2898 -0.6996 0.34
```

For the records above, the corresponding energy above the lowest of the compared OMol25 structures with the same formula, charge and spin values read 14.5 9.8 177.0 64.4 kcal per mole.
For the records above, the corresponding molecular weight values read 895.93 620.34 1253.71 370.47 g/mol.